1.
Entry from OMol25: a 7-piece molecular cluster, C56H37BF3N2O21 overall in a non-equilibrium geometry (ωB97M-V/def2-TZVPD).

Output
**Gap between HOMO and LUMO**: 5.56 eV
**LUMO level**: -0.01544 Ha
**Net charge**: -1
**Electronic energy**: -113473.5001 eV

```
120
Properties=species:S:1:pos:R:3:mulliken_charge:R:1
O 2.855 -2.480 -3.070 -0.402
N 2.236 -2.079 -2.170 0.206
O 1.736 -0.786 -2.446 -0.095
C 0.711 -0.428 -1.556 1.116
C -0.533 -0.168 -2.144 1.020
C -0.665 -0.259 -3.645 -1.588
C -0.489 -1.694 -4.204 -0.036
C -1.799 -2.288 -4.570 -0.109
F -2.306 -1.939 -5.765 -0.320
C -2.482 -3.078 -3.756 0.364
F -1.976 -3.706 -2.724 -0.255
F -3.774 -3.318 -3.911 -0.269
C -1.629 0.173 -1.334 -0.253
B -3.066 0.465 -1.914 1.069
O -4.143 -0.257 -1.540 -0.659
O -3.252 1.469 -2.876 -0.713
C -1.395 0.229 0.029 0.513
C -0.156 0.006 0.590 0.251
C 0.949 -0.319 -0.181 0.689
C 2.285 -0.539 0.497 -1.465
O 3.132 0.613 0.455 -0.447
C 3.737 0.812 -0.762 0.300
C 4.727 -0.048 -1.227 -0.342
C 5.324 0.131 -2.468 -0.496
C 4.915 1.191 -3.277 -0.475
C 3.942 2.064 -2.805 -0.605
C 3.351 1.880 -1.561 -0.174
C -0.317 0.176 2.091 -0.437
O 0.478 0.495 2.910 -0.570
N -1.717 -0.061 2.309 0.208
C -1.979 -1.515 2.391 0.860
O -1.256 -2.130 3.186 -0.749
O -2.856 -1.922 1.630 -0.698
C -2.335 0.533 1.160 -1.093
O -3.312 1.204 1.140 -0.573
H 0.152 0.336 -4.047 0.393
H -1.575 0.210 -3.999 0.605
H -0.058 -2.312 -3.427 0.466
H 0.218 -1.678 -5.029 0.172
H -4.876 -0.012 -2.117 0.313
H -3.224 2.351 -2.488 0.271
H 2.087 -0.712 1.548 0.620
H 2.762 -1.437 0.117 0.414
H 5.026 -0.876 -0.597 0.423
H 6.075 -0.572 -2.792 0.388
H 5.366 1.304 -4.251 0.398
H 3.642 2.872 -3.455 0.380
H 2.587 2.573 -1.242 0.432
C -1.638 0.934 -9.679 -0.508
C -1.199 1.222 -8.458 -0.447
C -0.272 0.310 -7.740 0.333
O 0.117 0.563 -6.621 -0.494
C 0.146 -0.927 -8.436 0.087
C -0.295 -1.217 -9.655 -0.397
C -1.221 -0.311 -10.372 0.431
O -1.627 -0.576 -11.486 -0.604
H -2.317 1.581 -10.221 0.417
H -1.494 2.120 -7.930 0.457
H 0.817 -1.580 -7.892 0.418
H -0.010 -2.118 -10.177 0.296
C -1.638 -2.060 6.145 -0.316
C -0.706 -1.112 6.059 0.030
C 0.025 -0.649 7.256 0.248
O 0.880 0.219 7.187 -0.579
C -0.309 -1.274 8.560 -0.234
C -1.238 -2.220 8.649 -0.492
C -1.975 -2.689 7.445 0.181
O -2.820 -3.555 7.539 -0.579
H -2.176 -2.408 5.272 0.515
H -0.449 -0.649 5.113 0.383
H 0.243 -0.918 9.422 0.447
H -1.498 -2.692 9.588 0.396
C 3.573 -1.413 7.609 -0.084
C 4.681 -0.692 7.458 -0.581
C 5.986 -1.171 7.975 0.314
O 7.004 -0.522 7.849 -0.563
C 6.007 -2.490 8.662 -0.439
C 4.899 -3.210 8.811 -0.405
C 3.591 -2.726 8.296 0.363
O 2.582 -3.384 8.439 -0.526
H 2.616 -1.070 7.240 0.355
H 4.662 0.268 6.954 0.752
H 6.969 -2.823 9.031 0.403
H 4.892 -4.171 9.310 0.411
C -4.137 4.346 1.047 -0.135
C -4.763 4.911 2.077 -0.443
C -5.544 6.160 1.912 0.318
O -6.115 6.682 2.847 -0.557
C -5.603 6.757 0.552 -0.395
C -4.979 6.193 -0.477 -0.379
C -4.198 4.941 -0.311 0.364
O -3.635 4.428 -1.256 -0.509
H -3.564 3.431 1.144 0.462
H -4.733 4.489 3.073 0.455
H -6.179 7.669 0.455 0.394
H -5.010 6.611 -1.476 0.419
C -3.990 -5.315 -10.484 -0.409
C -3.016 -4.446 -10.228 -0.282
C -2.601 -4.150 -8.834 0.328
O -1.715 -3.356 -8.597 -0.382
C -3.312 -4.853 -7.738 -0.270
C -4.286 -5.721 -7.996 -0.370
C -4.701 -6.022 -9.389 0.302
O -5.587 -6.814 -9.626 -0.556
H -4.310 -5.547 -11.492 0.405
H -2.485 -3.918 -11.011 0.435
H -2.993 -4.616 -6.730 0.357
H -4.819 -6.245 -7.212 0.435
C 3.116 3.563 7.318 -0.324
C 2.609 4.630 7.930 -0.411
C 3.480 5.593 8.647 0.350
O 3.021 6.566 9.208 -0.559
C 4.941 5.323 8.654 -0.383
C 5.450 4.258 8.043 -0.392
C 4.576 3.296 7.326 0.444
O 5.037 2.324 6.768 -0.538
H 2.498 2.844 6.792 0.532
H 1.548 4.844 7.938 0.429
H 5.557 6.039 9.183 0.393
H 6.510 4.040 8.037 0.431
```

***

2.
Entry from OMol25: C32H45BrMnN2P2 as an isolated structure in a non-equilibrium geometry (ωB97M-V/def2-TZVPD).

Output
**Spin multiplicity**: 6
**Gap between HOMO and LUMO (alpha / beta)**: 7.19 / 6.90 eV
**LUMO level (alpha / beta)**: -0.21539 / -0.22655 Ha
**Net charge**: +2
**Relative energy (zero: lowest compared OMol25 entry of this formula, charge and spin)**: 0.0 kJ/mol
**Electronic energy**: -156820.0032 eV

```
83
Properties=species:S:1:pos:R:3:mulliken_charge:R:1
N 2.730 1.342 -5.410 -0.538
C 3.495 1.201 -4.319 -0.596
C 3.465 0.084 -3.495 -0.332
C 2.516 -0.927 -3.747 0.858
C 1.770 -0.812 -4.929 -0.285
C 1.854 0.357 -5.686 -0.600
C 2.307 -2.037 -2.830 -0.719
Mn -0.659 -0.432 0.908 0.335
P -1.393 -0.565 3.148 0.504
C 1.272 -2.934 -2.786 -0.757
C 0.785 -3.433 -1.490 0.783
C -0.570 -3.818 -1.302 -0.586
C -1.123 -4.019 -0.045 -0.168
C -0.321 -3.861 1.103 -0.177
C 1.051 -3.645 0.945 -0.614
C 1.601 -3.477 -0.333 -0.777
Br -1.042 -4.503 2.824 -0.094
H 3.086 -2.215 -2.103 0.328
H 0.631 -3.113 -3.612 0.530
H 4.141 0.019 -2.654 0.473
H 1.142 -1.620 -5.280 0.424
H 4.212 2.001 -4.134 0.489
H 1.239 0.496 -6.585 0.394
H -1.170 -4.014 -2.202 0.422
H 2.686 -3.457 -0.458 0.538
H -2.162 -4.324 0.086 0.512
H 1.685 -3.639 1.834 0.574
P -1.764 1.004 -0.907 0.979
C 0.138 -1.215 3.844 -0.155
C 0.061 -2.198 5.005 -1.145
H 0.703 -0.320 4.163 0.471
H 0.725 -1.671 3.022 0.247
H 1.074 -2.384 5.392 0.419
H -0.545 -1.819 5.833 0.320
H -0.344 -3.165 4.673 0.065
C -2.794 -1.642 2.741 0.537
C -3.693 -2.069 3.896 -1.549
H -2.395 -2.545 2.245 -0.489
H -3.382 -1.099 1.975 0.183
H -4.230 -2.988 3.617 0.414
H -3.138 -2.291 4.817 0.301
H -4.441 -1.291 4.105 0.387
C -2.004 0.935 3.905 -0.172
C -2.131 0.868 5.430 -1.324
H -2.989 1.139 3.446 0.399
H -1.348 1.769 3.602 0.312
H -2.583 1.796 5.815 0.408
H -2.779 0.031 5.735 0.316
H -1.157 0.756 5.930 0.331
C -1.851 2.802 -0.509 -0.829
C -2.253 3.180 0.914 -1.138
H -2.521 3.285 -1.239 0.587
H -0.841 3.188 -0.723 0.346
H -2.605 4.218 0.922 0.422
H -3.051 2.543 1.312 0.248
H -1.396 3.130 1.597 0.184
C -3.498 0.332 -0.875 -0.771
C -3.690 -1.049 -1.510 -1.018
H -4.148 1.072 -1.367 0.532
H -3.796 0.302 0.186 0.298
H -4.757 -1.308 -1.511 0.437
H -3.342 -1.071 -2.550 0.302
H -3.166 -1.837 -0.952 0.087
C -1.342 1.017 -2.718 -0.548
C -0.404 2.121 -3.194 -1.438
H -2.278 1.063 -3.296 0.537
H -0.905 0.030 -2.937 0.346
H -0.302 2.085 -4.285 0.371
H -0.780 3.122 -2.948 0.409
H 0.604 1.992 -2.779 0.297
N 1.028 0.683 0.469 -0.327
C 1.919 1.426 0.290 0.126
C 2.960 2.376 0.327 0.696
C 3.526 2.965 -0.823 -0.143
C 4.598 3.851 -0.691 -0.571
C 5.089 4.242 0.556 -0.575
C 4.408 3.764 1.681 -0.501
C 3.374 2.836 1.588 -0.666
H 3.114 2.754 -1.811 0.435
H 5.087 4.249 -1.575 0.429
H 5.971 4.900 0.653 0.410
H 4.710 4.124 2.656 0.399
H 2.868 2.486 2.488 0.452
```

***

3.
Entry from OMol25: a single C3H9NOS molecule in a non-equilibrium geometry (ωB97M-V/def2-TZVPD).

Output
**Gap between HOMO and LUMO**: 9.76 eV
**SMILES**: OCNCCS
**LUMO level**: 0.02879 Ha
**Relative energy (zero: lowest compared OMol25 entry of this formula, charge and spin)**: 165.0 kJ/mol
**Electronic energy**: -17628.4948 eV

```
15
Properties=species:S:1:pos:R:3:mulliken_charge:R:1
O 1.877 -0.635 -1.582 -0.519
C 0.755 -1.524 -1.438 -0.287
N -0.459 -0.738 -1.498 -0.432
C -0.531 0.451 -0.624 -0.813
C 0.210 0.429 0.753 -0.392
S -0.935 0.972 2.143 -0.231
H 1.538 0.031 -2.193 0.321
H 0.995 -1.999 -0.478 0.265
H 0.718 -2.288 -2.224 0.312
H -1.182 -1.376 -1.192 0.274
H -1.570 0.410 -0.282 0.517
H -0.451 1.388 -1.160 0.270
H 1.212 0.834 0.654 0.421
H 0.206 -0.624 1.045 0.167
H -0.240 2.073 2.328 0.130
```

***

4.
Entry from OMol25: a 2-piece molecular cluster, CH3IN4 overall in a non-equilibrium geometry (ωB97M-V/def2-TZVPD).

Output
**Gap between HOMO and LUMO (alpha / beta)**: 7.63 / 7.63 eV
**LUMO level (alpha / beta)**: -0.01395 / -0.01393 Ha
**Relative energy (zero: lowest compared OMol25 entry of this formula, charge and spin)**: 444.8 kJ/mol
**Electronic energy**: -15140.6583 eV

```
9
Properties=species:S:1:pos:R:3:mulliken_charge:R:1
C -0.659 0.162 -0.570 -0.259
N -0.449 -1.170 -0.697 -0.125
N 0.538 -1.544 0.010 -0.306
N 0.306 0.607 0.288 -0.103
N 1.048 -0.554 0.734 0.093
I -2.786 0.642 -0.023 -0.033
H -0.153 0.837 -2.100 0.256
H 0.581 1.457 0.812 0.244
H 1.574 -0.437 1.546 0.234
```

***

5.
Entry from OMol25: a 2-piece molecular cluster, C2H2N2O3 overall in a non-equilibrium geometry (ωB97M-V/def2-TZVPD).

Output
**Gap between HOMO and LUMO**: 6.08 eV
**LUMO level**: 0.26572 Ha
**Net charge**: -2
**Relative energy (zero: lowest compared OMol25 entry of this formula, charge and spin)**: 261.8 kJ/mol
**Electronic energy**: -11223.2566 eV

```
9
Properties=species:S:1:pos:R:3:mulliken_charge:R:1
C -2.400 0.335 0.069 -0.027
C 0.592 -0.032 0.078 -0.523
N 1.835 -0.259 0.100 0.728
N 3.050 0.029 -0.153 -0.607
O 4.117 -0.455 0.310 -0.658
O -2.266 0.405 -1.142 -0.593
O -2.423 -0.635 0.885 -0.651
H 0.017 -0.740 -0.563 -0.015
H -2.523 1.352 0.417 0.346
```

***

6.
Entry from OMol25: a single C4H9NO molecule (ωB97M-V/def2-TZVPD).

Output
**Gap between HOMO and LUMO**: 10.72 eV
**SMILES**: CCO/C=N/C
**LUMO level**: 0.04237 Ha
**Relative energy (zero: lowest compared OMol25 entry of this formula, charge and spin)**: 136.6 kJ/mol
**Electronic energy**: -7830.9045 eV

```
15
Properties=species:S:1:pos:R:3:mulliken_charge:R:1
C 2.035 0.995 0.829 -0.999
C 0.615 0.722 1.290 -0.220
O 0.296 -0.663 1.091 -0.342
C -0.509 -0.986 0.071 0.102
N -1.021 -0.168 -0.742 -0.376
C -1.899 -0.716 -1.753 -0.718
H 2.737 0.336 1.352 0.270
H 2.130 0.827 -0.248 0.278
H 2.309 2.034 1.044 0.332
H 0.511 0.889 2.366 0.268
H -0.109 1.340 0.754 0.327
H -0.663 -2.072 0.053 0.314
H -1.524 -0.463 -2.750 0.232
H -2.893 -0.265 -1.657 0.239
H -2.014 -1.810 -1.698 0.292
```